# 1
The following is a quantum chemistry calculation of C50H50N4O3P2PtSTe as an isolated structure, from the Open Molecules 2025 dataset.

Geometry as XYZ:
```
112
Properties=species:S:1:pos:R:3:lowdin_charge:R:1
H -1.35426 0.55703 2.23286 0.06
H 8.89456 0.69663 -2.09474 0.13
H 4.26907 -4.29126 -0.39320 0.14
C -3.56545 2.99563 3.41276 -0.04
H -0.44698 -5.38420 -1.54004 0.12
H -4.51267 0.90407 -2.74523 0.12
C -3.36617 2.10786 2.37460 -0.11
C -3.75362 1.66579 -2.87113 -0.04
C 4.51151 -0.44707 -3.24556 -0.35
H 3.19819 6.06895 -0.08742 0.14
C 0.66777 0.66874 1.90190 -0.27
H -0.99997 4.37485 -3.34095 0.12
H -7.97523 0.99305 0.20135 0.14
C 1.18426 -3.10019 0.37185 -0.35
S -3.20470 -1.77151 -0.60830 0.81
N -0.64176 -0.07762 1.87649 -0.01
C -0.06704 -2.85572 -4.45025 -0.05
Te 2.74846 -0.39803 -2.08484 1.73
H -3.58031 5.89250 1.63624 0.13
H -3.78617 5.06231 3.95203 0.13
C 5.64105 -0.20840 -2.25765 -0.30
C -0.18572 -2.39195 -3.14921 -0.16
H -3.70533 2.63150 4.42242 0.13
H -2.56204 3.82553 -5.17601 0.13
C -1.86614 2.97417 -1.98162 -0.08
H -0.23056 -1.32429 -2.95768 0.06
C 1.33736 -2.99580 1.76044 -0.10
H 0.00663 -2.15685 -5.27308 0.12
C -4.71697 -0.95894 -0.33131 -0.37
H -0.07430 1.42122 3.75909 0.12
O 0.78298 0.97422 -0.42886 -0.30
C 0.51847 1.58184 0.69520 -0.69
H 0.00892 -4.58679 -5.71309 0.13
C 2.25688 -3.54942 -0.40234 -0.12
Pt -1.15444 -0.43051 -0.22508 0.83
H -2.17417 -6.22483 2.59511 0.13
C -3.68604 -4.81630 2.03428 -0.01
C -0.07436 -4.22300 -4.69742 -0.02
H -5.82622 2.18047 0.30941 0.13
H 8.47943 0.29013 0.30417 0.12
H 2.86935 5.21051 3.30724 0.12
C -7.05549 0.44514 0.04283 0.00
H 3.29187 2.70497 0.81832 0.15
H 3.33282 4.45685 -0.66578 0.13
C 3.45346 -3.90945 0.20835 -0.08
H -0.39538 -5.13671 1.29231 0.12
H 4.51484 -4.11706 2.05841 0.13
O -3.10378 -2.22351 -2.00938 -0.37
H -5.00230 -3.29535 1.28422 0.11
C -0.30999 -3.29964 -2.10039 -0.41
C 7.68146 0.15302 -0.41390 -0.04
C -1.39894 -4.72857 1.26807 -0.05
C -4.65236 0.42043 -0.09465 -0.34
C 4.02133 -0.86150 -0.47277 -0.36
N 2.92441 5.50101 2.34802 0.24
C 3.06242 2.74411 2.96369 -0.13
H 1.42458 -0.07338 1.65401 0.12
H -5.96271 -2.67759 -0.71541 0.14
H 4.50261 -1.45696 -3.67359 0.08
H 2.97110 6.49344 2.17880 0.15
H 6.24548 -0.42335 1.07208 0.12
C -5.84131 1.11549 0.11438 -0.03
H 3.65801 -0.39426 0.44174 0.06
C 7.91556 0.37911 -1.76019 -0.03
C 2.53168 -3.34862 2.36428 -0.03
C -0.32893 -4.67120 -2.34844 -0.06
H 1.41253 0.51509 3.87796 0.13
C -3.62957 2.32416 -4.07036 -0.02
C -0.20989 -5.12890 -3.65158 -0.02
H 2.15356 -3.64814 -1.47606 0.11
C 0.90004 1.27869 3.28192 -0.12
C 5.40367 -0.42305 -0.91085 -0.29
C -7.10308 -0.91176 -0.25780 0.00
H -3.22666 4.32306 -0.22519 0.12
C -2.40447 -5.34058 2.01512 -0.01
C -2.90460 2.02687 -1.80018 -0.34
C -3.49721 4.83338 1.84066 -0.02
C -1.76297 3.62402 -3.18934 -0.03
C -1.67859 -3.60256 0.50888 -0.34
N 3.23900 5.08325 0.11500 0.22
C -3.22826 2.58336 1.06134 -0.37
C -3.29536 3.94785 0.79064 -0.05
C 3.59032 -3.81145 1.58519 -0.02
H 1.03167 3.43622 3.08406 0.11
C 1.62999 2.60953 3.47603 -0.16
H 7.08439 0.37646 -3.74019 0.13
C -3.99925 -3.69458 1.26979 -0.02
H -0.62558 -0.89031 2.48478 0.10
C 3.10712 4.62755 1.36068 -0.42
H 2.63502 -3.29195 3.44027 0.12
C -5.93091 -1.62792 -0.45236 -0.03
H 3.90620 -1.94294 -0.35191 0.02
P -3.11103 1.35023 -0.20144 1.07
H 4.46284 0.25964 -4.07162 0.08
H -0.22947 -6.19168 -3.85208 0.13
H 3.58733 1.78918 2.96500 0.13
O 0.06120 2.70599 0.82153 0.06
C -3.62117 4.36273 3.14254 -0.01
H -4.29553 2.09023 -4.88989 0.13
H 1.66984 2.72938 4.56085 0.13
C -2.64536 3.30951 -4.22768 0.01
H -3.39613 1.04013 2.57821 0.11
H -8.05810 -1.41325 -0.34381 0.14
P -0.38568 -2.71637 -0.41812 1.00
C -3.00481 -3.12024 0.49767 -0.35
C 6.42325 -0.24288 0.01786 -0.03
H 0.50227 -2.70229 2.38550 0.10
H -1.17339 3.17657 -1.17022 0.09
C 6.89489 0.20341 -2.68727 -0.01
H -4.45317 -5.28251 2.63842 0.13
H 3.64526 3.37987 3.63004 0.13
N 3.18510 3.31623 1.61063 0.10
```

As for the expectation value of S²: 6.027. The electronic energy comes out at -104679.8412 eV. The spin multiplicity is 5. For the largest force on an atom, the calculation gives 0.0162 hartree/bohr. The total charge is +4.

***

# 2
The following is a quantum chemistry calculation of C50H50N7Pt as an isolated structure, from the Open Molecules 2025 dataset.

Geometry as XYZ:
```
108
Properties=species:S:1:pos:R:3:lowdin_charge:R:1
H -2.42690 2.70799 0.34580 0.14
H -5.00380 -4.85734 1.84105 0.10
H 4.96238 3.72286 -4.34887 0.10
C 1.02943 -2.85905 1.30511 -0.34
H 2.27316 3.94970 -1.60746 0.13
Pt -0.88306 -0.89035 0.40759 1.09
H 2.61625 -6.29325 3.93923 0.07
C 1.74185 -1.60048 -1.84912 -0.04
N 2.98572 -0.24067 1.05047 0.12
H -0.21150 -3.02668 -3.10417 0.08
H -3.09313 0.78539 -2.15169 0.12
H 0.60596 -1.04874 2.38162 0.07
H -6.29846 -2.25829 -0.09504 0.08
C -5.51087 4.17117 -0.05351 -0.05
H 1.75998 -6.76827 2.46955 0.07
H 1.43144 -2.07556 5.83476 0.07
H -5.09299 -0.61950 0.22308 0.11
N -4.12096 -0.65672 0.47200 0.14
H -1.09831 -3.56963 -1.65992 0.08
C 0.26935 3.41780 1.14076 0.01
C 0.85149 -2.69921 -1.24666 -0.60
H 0.00917 2.30028 3.50332 0.08
C 6.35065 3.20244 -1.27154 -0.07
H -1.58954 4.09186 -1.32170 0.15
C 7.28057 4.43950 -3.19869 -0.27
C -0.21727 1.64157 -2.11871 -0.07
C -4.24581 -4.11155 1.63091 -0.07
H -1.75008 2.19957 3.29391 0.08
C -3.47532 0.52246 0.36857 -0.37
C 3.04129 1.47786 -0.75409 -0.10
H -0.73701 0.83906 2.83315 0.05
C -6.08615 -2.56386 0.93527 -0.06
H 3.64105 -1.84326 2.24065 0.10
N -2.20658 0.65717 0.57207 -0.02
H -2.59891 -5.33537 2.26269 0.10
C -0.63932 3.57450 -1.17733 -0.15
C -4.78992 3.58632 -1.23434 -0.22
H -4.91460 4.07331 0.85663 0.08
C 0.26402 3.12776 -2.32615 -0.07
N 8.13298 5.05274 -3.69173 0.08
H 2.54689 -4.04739 -0.93995 0.08
H -5.71797 5.22794 -0.21363 0.08
C -4.65244 4.29189 -2.42295 -0.05
H -5.20465 1.62855 0.54367 0.14
C 4.79590 -1.48473 0.33777 -0.07
C -1.62505 1.97219 0.39967 -0.22
H -0.99581 -1.84851 -2.03466 0.04
H 0.94492 3.75004 1.92322 0.11
C -3.38901 2.50645 -3.40267 -0.08
C -4.62717 -2.87306 1.15159 -0.23
N 0.53198 -2.31541 0.14123 -0.12
C 4.60858 -0.50617 -0.58423 -0.06
C -0.79799 2.10485 -0.83040 -0.30
C -3.63070 -1.91625 0.88779 -0.20
C -0.64532 2.49281 1.47377 -0.20
C 4.11436 2.22380 -1.38711 -0.22
H 1.37434 -0.67157 4.75746 0.08
C -2.26145 -2.17743 1.02109 -0.20
C 1.55590 -4.15371 1.50582 -0.02
C -0.78358 1.93004 2.85466 -0.04
C 1.68965 -3.85299 3.89820 -0.05
H 1.68310 -4.83893 0.68752 0.08
N -4.32860 1.58766 0.05000 0.11
C 3.77695 -1.26545 1.33662 -0.14
C 5.33497 2.49097 -0.69786 -0.06
H -6.44384 -1.77146 1.60063 0.08
C 1.18341 -2.56047 3.74698 -0.29
H 0.98701 -4.88509 -1.14765 0.08
C 4.03391 2.69914 -2.73298 -0.08
H 1.85071 -1.73168 -2.93016 0.09
H -3.84708 4.34623 -4.41017 0.10
H 1.93412 -4.23637 4.88314 0.10
C 2.44390 -6.03036 2.89512 -0.06
C 3.46900 0.26828 -0.11693 -0.27
C 5.04865 3.40083 -3.31768 -0.07
H 2.73470 -1.62277 -1.39463 0.06
H -0.48112 0.89064 -2.85395 0.13
C -4.21764 2.31273 -1.15430 -0.22
H 3.39307 -6.12305 2.36254 0.08
H -0.10506 -1.54700 5.14286 0.08
C 1.74353 1.97613 -0.83709 -0.12
H 1.78580 -4.12890 -2.52396 0.08
C 6.24197 3.69623 -2.60237 -0.28
H 5.44674 2.12762 0.31740 0.11
C -3.95428 3.76844 -3.50188 -0.09
C -0.44553 -2.79167 -2.06264 -0.08
N 0.46333 1.27364 -0.86275 0.08
C -3.52928 1.77401 -2.23530 -0.02
C 0.96232 -1.66605 4.93910 -0.05
H 5.16157 -0.30903 -1.48807 0.12
C 1.58749 -4.02783 -1.45440 -0.06
H -2.83660 2.08644 -4.23314 0.11
C 1.43453 3.34478 -1.29436 -0.11
H -0.91224 -3.69729 1.73338 0.07
H 3.14568 2.46976 -3.31333 0.11
C -1.94035 -3.43596 1.54912 -0.09
H 5.53522 -2.27080 0.34006 0.09
C 0.89194 -2.08638 2.48776 -0.08
H -6.68859 -3.44868 1.13391 0.07
H -6.46877 3.67328 0.12763 0.08
H 1.31086 -0.61681 -1.65263 0.05
C 1.88694 -4.63400 2.77120 -0.29
C -2.90406 -4.37941 1.85508 -0.08
H 7.25703 3.39955 -0.71174 0.10
C 0.44993 4.03740 -0.23783 -0.14
H -5.08807 5.28184 -2.49346 0.11
H 0.62632 5.11154 -0.16722 0.14
H 0.29877 3.58347 -3.30938 0.13
```

As for the expectation value of S²: 2.061. The electronic energy comes out at -66334.9815 eV. The spin multiplicity is 3. For the largest force on an atom, the calculation gives 0.0090 hartree/bohr. The total charge is -1.

***

# 3
The following is a quantum chemistry calculation of C50H51BHfN6O5P2S2 as an isolated structure, from the Open Molecules 2025 dataset.

Geometry as XYZ:
```
118
Properties=species:S:1:pos:R:3:lowdin_charge:R:1
C -3.00670 0.30647 1.55047 -0.69
C -0.60096 0.80083 -5.06299 -0.15
H -1.94836 2.23774 -5.94647 0.11
H -1.99845 2.19249 -4.18684 0.10
C 1.27574 4.04659 3.91248 -0.10
C 2.71428 2.02093 -3.48333 -0.08
N 0.06323 -3.38008 3.12113 -0.12
H 1.40867 5.41933 5.53982 0.11
C -0.61574 -2.21542 2.90367 -0.66
C -3.45061 1.02380 3.55494 -0.06
H -4.20920 2.98612 2.85454 0.12
C 4.64592 0.65409 3.00003 -0.07
C -3.59778 0.11037 -3.75317 -0.16
H -0.15220 -4.02754 -5.37794 0.10
C -2.08348 -3.79242 3.22894 -0.06
H -0.17977 -7.10675 0.78531 0.10
C 1.72311 -3.03281 -5.13207 -0.09
H 1.89436 -4.35322 2.88948 0.09
C 2.09380 1.10760 3.95959 -0.20
H -5.00527 2.36223 0.21571 0.10
C 0.12893 -3.36116 -3.36581 -0.10
N -3.53692 1.55017 1.43607 -0.11
C -0.72526 4.17045 2.59103 -0.08
H 1.93621 -3.12519 1.05293 0.05
H -2.25743 -2.94059 -0.78914 0.02
C -3.79960 2.01099 2.69781 -0.05
O -1.04428 1.89470 -0.14830 -0.43
C -1.80094 -3.86327 -0.46696 -0.13
C 1.96938 3.32653 0.46205 -0.27
O 4.05945 -1.34638 0.43179 0.08
H 3.52947 6.32902 0.27600 0.10
C -3.19249 0.68201 -5.12215 -0.19
H 2.94991 1.65512 -4.47428 0.10
H -3.05643 -4.21950 3.33147 0.12
H -0.77121 6.46580 5.07180 0.10
C 0.51284 3.58839 2.84095 -0.34
H 2.87288 -1.72880 -2.24120 0.11
H -3.08636 -0.11612 -5.86291 0.11
C 2.44558 1.55468 2.68560 -0.40
C 0.16234 -5.11011 0.10737 -0.08
H -3.08612 -1.33579 -2.22339 0.05
C 0.50617 -3.52010 -4.68810 -0.09
S 0.13415 -0.74850 2.51047 0.73
H -3.53517 0.91445 -3.01709 0.11
H -2.63251 -6.95102 0.60704 0.10
C -1.18655 5.20297 3.38887 -0.08
C -1.93808 1.57294 -5.08247 -0.15
C 0.80771 5.07172 4.71192 -0.07
P 1.09324 2.27924 1.69633 1.08
C -0.63727 -6.19173 0.43700 -0.09
H 5.00544 -0.31233 4.87927 0.10
C 3.15611 3.24652 -3.07704 -0.04
H -4.07961 -1.95422 3.18025 0.08
N -2.98821 -0.04421 2.84057 -0.01
H -4.01974 1.30683 -5.46618 0.11
P 0.50012 -2.38545 -0.73127 1.07
O -1.63437 3.40322 -1.55650 -0.01
C 4.29246 0.21673 4.26444 -0.08
H -0.56102 -5.38255 3.48499 0.12
C -0.42025 5.65539 4.45001 -0.08
H 2.01738 -3.15788 -6.16283 0.10
H -3.51170 0.98437 4.62014 0.12
C -0.41757 -3.92465 -0.33342 -0.34
H 1.59142 -3.67647 4.50051 0.10
H -3.42083 3.17458 0.12342 0.08
H 1.08455 1.26810 4.31471 0.09
H -1.34242 -1.09882 -5.18255 0.12
H -2.14280 5.66395 3.18881 0.10
H 2.23909 3.60473 4.12118 0.11
H -3.66543 -4.88019 -0.25439 0.11
C 1.46026 -3.50687 3.42705 -0.04
H 1.59533 0.26996 -2.99299 0.06
H 0.12205 1.32733 -4.44085 0.10
C 3.16296 5.36908 -0.05527 -0.07
N -0.97578 2.39133 -1.37223 -0.17
C 3.36903 4.95361 -1.33969 -0.03
B -3.03263 -1.46310 3.46701 -0.45
H -2.88270 -1.31115 4.64169 0.08
C 2.12326 2.88003 -0.88556 -0.18
C 0.97770 -2.72137 -2.46884 -0.34
C -3.92240 2.21024 0.22430 -0.05
C 3.72703 1.32169 2.20581 -0.08
C 2.57483 -2.40055 -4.24280 -0.07
O 2.07690 -0.34000 0.30861 -0.31
C -1.34881 -0.59679 -3.25915 -0.45
N -1.92707 -2.45439 3.00272 0.00
H -4.64010 -0.20857 -3.80126 0.12
H 1.96748 -2.57783 3.16208 0.06
C 1.57852 1.64672 -1.35154 -0.22
H -3.64353 1.57281 -0.61504 0.04
H 2.75539 -3.40129 -0.50644 0.10
C -2.76876 -1.08891 -3.23656 -0.10
C 2.88189 3.70398 -1.77189 -0.16
S -2.44192 -0.60412 0.23311 0.69
C -0.86547 -4.37176 3.31686 -0.06
H -1.31909 3.81327 1.76148 0.09
H 4.00140 1.63308 1.20840 0.11
C 3.01495 0.45146 4.74795 -0.09
H 5.63451 0.45167 2.61855 0.11
H 3.53185 -2.03087 -4.57807 0.11
H -0.18773 0.68349 -6.06570 0.12
H -2.90561 -1.94845 -3.89583 0.13
C 2.85539 -1.36144 0.28895 -0.68
C -2.01510 -6.11013 0.32765 -0.09
O -0.74426 -0.18208 -2.27236 -0.11
C 2.48643 4.54307 0.84987 -0.07
C -2.59420 -4.94769 -0.14817 -0.07
N -0.81834 -0.53412 -4.52290 0.07
C 1.92504 1.23641 -2.62298 -0.14
C 2.20282 -2.23496 -2.92255 -0.09
H 3.91721 5.56749 -2.04289 0.11
Hf 0.23410 0.39182 -0.11766 1.29
C 2.12663 -2.71023 0.06353 -0.23
H 2.36984 4.88028 1.86981 0.09
H 3.74223 3.87445 -3.73378 0.11
H 1.23507 -5.20130 0.19846 0.10
H 2.72882 0.10545 5.73036 0.10
H -0.82029 -3.74961 -3.02341 0.10
```

The electronic energy comes out at -114090.9385 eV. The spin multiplicity is 1. For the largest force on an atom, the calculation gives 0.0740 hartree/bohr.

***

Question: What is the electronic energy in the second record?
Answer: -66334.9815 eV

***

Question: Which of these has the lowest electronic energy?
Answer: C50H51BHfN6O5P2S2

***

Question: The highest electronic energy belongs to which entry?
Answer: C50H50N7Pt